{"formula": "C35H84N4O8", "method": "the ωB97M-V functional and the def2-TZVPD basis", "elements": ["C", "C", "C", "C", "C", "C", "N", "O", "C", "C", "C", "H", "H", "H", "H", "H", "H", "H", "H", "H", "H", "H", "H", "H", "H", "H", "H", "H", "H", "H", "C", "C", "C", "C", "C", "C", "N", "O", "C", "C", "C", "H", "H", "H", "H", "H", "H", "H", "H", "H", "H", "H", "H", "H", "H", "H", "H", "H", "H", "H", "C", "C", "C", "C", "C", "C", "N", "O", "C", "C", "C", "H", "H", "H", "H", "H", "H", "H", "H", "H", "H", "H", "H", "H", "H", "H", "H", "H", "H", "H", "C", "O", "H", "H", "H", "H", "C", "O", "H", "H", "H", "H", "C", "O", "H", "H", "H", "H", "C", "O", "H", "H", "H", "H", "C", "C", "C", "O", "C", "N", "H", "H", "H", "H", "H", "H", "H", "H", "H", "H", "H"], "coordinates": [[1.43657, -3.51727, -7.32530], [1.15873, -2.85446, -5.95919], [2.51449, -2.25550, -5.50023], [2.70913, -0.89510, -6.20587], [1.63633, 0.03615, -5.78146], [0.17210, -0.45865, -6.23628], [0.05710, -1.81969, -5.91624], [-1.17624, -2.31949, -6.05973], [-0.89219, 0.25228, -5.35306], [-0.00176, -0.06212, -7.69406], [0.89605, -3.90948, -4.96469], [1.99749, -4.45046, -7.27404], [1.81916, -2.85485, -8.10177], [0.47393, -3.93225, -7.62401], [2.55374, -2.10090, -4.42196], [3.37729, -2.83532, -5.82808], [2.71564, -1.09785, -7.27683], [3.70337, -0.56348, -5.90649], [1.96980, 0.90821, -6.34397], [1.62935, 0.37634, -4.74593], [-1.86133, 0.15412, -5.84217], [-1.00953, -0.06746, -4.31764], [-0.66840, 1.31830, -5.31276], [0.52839, -0.81050, -8.28309], [-1.02230, -0.06401, -8.07695], [0.45053, 0.90142, -7.92886], [0.63933, -3.32916, -4.07845], [1.81251, -4.48892, -4.85313], [0.11645, -4.62289, -5.23183], [-1.17855, -2.70017, -6.94103], [-2.83370, 0.52327, 5.12360], [-3.90577, 0.47416, 4.00467], [-4.39610, -0.95250, 3.77901], [-5.30037, -1.54690, 4.90855], [-6.51652, -0.57734, 5.04598], [-6.17457, 0.97132, 5.15541], [-5.11839, 1.40405, 4.19501], [-4.67664, 2.73370, 4.39667], [-7.48230, 1.71262, 4.67404], [-5.92265, 1.28669, 6.66342], [-3.15231, 0.97876, 2.67737], [-1.83176, 0.20578, 4.83480], [-3.20161, 0.11345, 6.06423], [-2.71782, 1.51185, 5.56787], [-5.08248, -0.85623, 2.93775], [-3.55750, -1.58724, 3.49271], [-4.68091, -1.52913, 5.80524], [-5.60371, -2.48708, 4.44795], [-7.03151, -0.92671, 5.94087], [-7.16444, -0.80948, 4.20076], [-8.07433, 1.09879, 3.99520], [-8.25628, 1.96937, 5.39732], [-7.29433, 2.66997, 4.18798], [-6.80361, 1.05231, 7.26098], [-5.13994, 0.65543, 7.08410], [-5.57133, 2.25966, 7.00694], [-3.84614, 0.97419, 1.83673], [-2.46369, 0.14968, 2.51449], [-2.68738, 1.95890, 2.78344], [-4.96963, 3.05741, 3.54171], [-0.12860, 3.10521, 1.60346], [1.36258, 3.58297, 1.33789], [1.53092, 5.00564, 1.88907], [2.99879, 5.47512, 2.13499], [3.86241, 4.50894, 3.03208], [3.61488, 2.99796, 2.52350], [2.30117, 2.66939, 2.01375], [2.21848, 1.37886, 1.51396], [4.73655, 2.84183, 1.42211], [3.94228, 1.99981, 3.70283], [1.73008, 3.71585, -0.20124], [-0.29969, 2.74722, 2.61868], [-0.39105, 2.32787, 0.88585], [-0.69962, 3.96212, 1.24605], [1.11932, 5.71114, 1.16730], [0.91595, 5.28759, 2.74372], [2.87701, 6.42309, 2.65904], [3.51062, 5.73177, 1.20748], [3.66188, 4.66804, 4.09159], [4.86554, 4.88548, 2.83197], [4.63178, 3.69655, 0.75385], [5.78935, 2.90030, 1.69832], [4.62828, 1.87376, 0.93301], [4.93309, 2.31987, 4.02524], [3.09705, 2.26745, 4.33691], [3.95603, 0.96232, 3.36886], [0.92904, 4.27096, -0.68939], [1.71378, 2.66517, -0.49088], [2.65177, 4.26294, -0.39943], [1.39803, 1.00865, 1.84776], [4.58839, -1.07764, -0.02752], [5.93955, -0.98201, -0.38678], [4.16441, -0.19428, 0.44999], [3.98647, -1.35275, -0.89360], [4.35699, -1.85996, 0.69534], [6.24735, -1.85002, -0.11580], [3.52935, -1.94056, 3.83460], [3.57347, -3.24586, 4.46200], [2.81453, -1.99727, 3.01367], [3.12083, -1.19480, 4.51654], [4.47744, -1.69152, 3.35794], [2.75393, -3.36650, 4.94717], [4.38458, 0.75315, -2.89473], [5.49668, -0.04009, -2.95488], [4.48580, 1.72761, -2.41694], [4.10764, 0.97434, -3.92550], [3.59886, 0.13948, -2.45410], [5.71700, -0.17090, -2.02970], [-3.48719, -5.67179, -0.48878], [-3.62011, -6.99537, -0.96994], [-2.48252, -5.35179, -0.21248], [-3.73710, -5.09556, -1.37962], [-4.26943, -5.44380, 0.23525], [-3.05334, -7.12698, -1.73352], [1.03545, -0.19060, -1.52911], [-0.05878, -0.72788, -0.63660], [-0.77810, -1.93580, -1.29716], [-1.79062, -2.55707, -0.41264], [-2.80593, -1.66635, -0.26656], [0.67179, -1.25713, 0.54199], [1.54323, -0.98693, -2.07328], [1.68898, 0.52595, -1.03154], [0.42824, 0.32318, -2.27438], [-0.67152, 0.10889, -0.30124], [0.03110, -2.64910, -1.45366], [-1.21815, -1.65705, -2.25464], [-3.55866, -2.23331, 0.28123], [-3.33267, -1.45768, -1.19775], [-2.57125, -0.77590, 0.31663], [0.46125, -2.24389, 0.58754], [1.67488, -1.24348, 0.42485]], "mulliken_spin": [0.351, -1.487, 0.277, -0.010, 0.073, -0.608, 0.600, -0.039, 0.149, 0.142, 0.528, 0.024, 0.020, -0.007, -0.020, 0.012, 0.015, 0.024, -0.007, 0.051, 0.007, 0.024, 0.000, 0.026, 0.001, -0.003, 0.033, -0.010, -0.007, 0.011, 0.485, -0.996, 0.320, -0.035, 0.079, -0.329, 0.315, -0.018, 0.075, 0.087, 0.160, -0.051, -0.030, -0.016, -0.054, 0.010, 0.022, -0.023, 0.008, 0.005, -0.008, -0.006, 0.022, 0.003, 0.024, -0.021, 0.000, 0.066, 0.069, -0.002, -0.030, -0.600, 0.149, -0.013, 0.093, -0.332, 0.020, 0.020, 0.027, 0.027, 0.012, 0.121, 0.111, -0.038, 0.005, 0.005, 0.009, 0.003, 0.002, 0.007, 0.018, 0.000, 0.005, -0.012, -0.019, 0.106, -0.047, 0.097, -0.003, -0.040, 0.523, -0.411, 0.051, 0.156, 0.063, -0.004, 0.091, -0.403, 0.388, 0.076, 0.155, 0.004, -0.073, -0.061, 0.014, 0.014, 0.035, 0.051, 0.176, -0.195, 0.067, 0.012, 0.076, 0.033, 0.084, -0.404, 0.164, -0.224, 0.257, 0.127, -0.067, 0.077, 0.067, -0.074, 0.269, -0.100, 0.060, -0.039, 0.051, -0.053, -0.070], "s2": 0.750, "total_charge": -1, "total_energy_ev": -59987.118, "multiplicity": 2}

{"formula": "C32H88F3N4O18Pt", "method": "the ωB97M-V functional and the def2-TZVPD basis", "elements": ["Pt", "C", "O", "O", "C", "F", "F", "F", "C", "C", "H", "H", "H", "H", "H", "H", "C", "C", "O", "O", "H", "H", "H", "H", "H", "H", "C", "C", "O", "O", "H", "H", "H", "H", "H", "H", "C", "C", "O", "O", "H", "H", "H", "H", "H", "H", "C", "C", "O", "O", "H", "H", "H", "H", "H", "H", "C", "C", "O", "O", "H", "H", "H", "H", "H", "H", "C", "O", "H", "H", "H", "H", "C", "O", "H", "H", "H", "H", "C", "C", "C", "O", "C", "N", "H", "H", "H", "H", "H", "H", "H", "H", "H", "H", "H", "C", "C", "C", "O", "C", "N", "H", "H", "H", "H", "H", "H", "H", "H", "H", "H", "H", "C", "C", "C", "O", "C", "N", "H", "H", "H", "H", "H", "H", "H", "H", "H", "H", "H", "C", "C", "C", "O", "C", "N", "H", "H", "H", "H", "H", "H", "H", "H", "H", "H", "H"], "coordinates": [[-2.38084, -1.54462, 4.27177], [-0.15793, -0.02522, 2.06721], [-1.26627, 0.02687, 1.17745], [-0.66748, -0.54732, 3.29003], [1.19329, -0.54156, 1.33681], [0.93594, -1.58446, 0.59790], [1.72783, 0.40004, 0.56327], [2.11979, -0.82809, 2.23030], [-1.06628, 0.56299, -0.09356], [-2.37784, 0.55772, -0.80170], [-2.21711, 0.70674, -1.86943], [-2.74372, -0.46747, -0.74491], [-3.14047, 1.28944, -0.53507], [-0.50718, -0.05070, -0.79990], [-0.79008, 1.61593, -0.14956], [0.03017, 1.03260, 2.25086], [-2.80860, -3.41381, -0.09224], [-1.56792, -3.51450, -0.95312], [-1.74335, -4.27615, -2.11575], [-2.76896, -4.55021, 0.81022], [-3.67493, -3.34652, -0.75030], [-2.87589, -2.52688, 0.53777], [-0.68002, -3.79461, -0.38631], [-1.45913, -2.49752, -1.32998], [-0.91776, -4.36657, -2.59724], [-3.04515, -5.33937, 0.33849], [3.35325, -0.42297, 5.26311], [2.70132, 0.95475, 5.59980], [1.99151, 0.88524, 6.83741], [4.39441, -0.66926, 6.19033], [3.70508, -0.39131, 4.23195], [2.59298, -1.20286, 5.30628], [1.97597, 1.15144, 4.81031], [3.40742, 1.78206, 5.52855], [2.54641, 0.72563, 7.60436], [4.00079, -0.60822, 7.06380], [2.28538, -3.42141, -1.96900], [1.41106, -3.58082, -3.24493], [0.62911, -4.76912, -3.02010], [3.34654, -4.31935, -1.76575], [1.56811, -3.51216, -1.15329], [2.66773, -2.40186, -1.91991], [2.10054, -3.69289, -4.08169], [0.73343, -2.73649, -3.37153], [1.17374, -5.52116, -3.26381], [3.28881, -4.60599, -0.85137], [-4.68468, -0.05910, 1.92451], [-6.06152, -0.35618, 2.62527], [-6.27580, -1.78030, 2.65814], [-3.51468, -0.49206, 2.58357], [-4.55781, 1.02297, 1.89079], [-4.65189, -0.35921, 0.87715], [-6.77125, 0.11880, 1.94793], [-6.07465, 0.03020, 3.64440], [-5.94672, -2.12155, 3.49292], [-2.82356, -0.16466, 2.00325], [-2.85617, 2.59087, 4.63483], [-3.51315, 1.32775, 5.27461], [-2.59838, 0.24734, 5.47448], [-2.25218, 3.26880, 5.66194], [-3.46391, 3.29359, 4.06480], [-2.08202, 2.23524, 3.95490], [-4.27647, 1.00000, 4.56889], [-4.07600, 1.54432, 6.18258], [-1.89846, 0.60476, 6.02581], [-1.61588, 2.67716, 6.07023], [2.61676, 1.43516, -2.31123], [3.01671, 0.25254, -3.04389], [2.87249, 2.35329, -2.84014], [1.54698, 1.40024, -2.10520], [3.12450, 1.42148, -1.34680], [2.32426, 0.09095, -3.68888], [-3.70316, -1.89739, -3.81495], [-4.24377, -1.09988, -4.80710], [-3.88509, -2.96930, -3.89256], [-2.63148, -1.72220, -3.90933], [-4.01557, -1.58925, -2.81718], [-5.19639, -1.11449, -4.68921], [0.35422, 4.42766, 2.63172], [1.76566, 4.79127, 2.37686], [2.30168, 4.24095, 1.04754], [3.58506, 4.85528, 0.81588], [4.26682, 4.35022, -0.29480], [1.96822, 6.16652, 2.45355], [-0.07993, 4.86254, 3.53200], [0.19019, 3.35585, 2.74313], [-0.34020, 4.74535, 1.85392], [2.27280, 4.30268, 3.20885], [1.58849, 4.47902, 0.25839], [2.46273, 3.17158, 1.18405], [4.41938, 3.27411, -0.21229], [5.22741, 4.85403, -0.40222], [3.72084, 4.57574, -1.21086], [2.96292, 6.32769, 2.38501], [1.71511, 6.41330, 3.39966], [3.44000, 0.28872, -6.96015], [2.49368, -0.88823, -6.72339], [1.09642, -0.54236, -6.21423], [1.07305, -0.22064, -4.83102], [-0.26265, 0.10062, -4.40012], [2.37646, -1.30886, -8.08985], [3.44392, 0.85010, -6.02584], [3.19358, 0.98338, -7.76316], [4.46532, -0.04920, -7.11058], [2.97927, -1.64977, -6.11315], [0.42208, -1.33851, -6.52966], [0.66064, 0.35001, -6.66353], [-0.82856, -0.80091, -4.16542], [-0.88575, 0.68284, -5.07899], [-0.20761, 0.74492, -3.52266], [3.28337, -1.71816, -8.26328], [1.86885, -2.18126, -8.12653], [1.17703, -6.23144, 0.89997], [2.21532, -5.38595, 1.65304], [2.34560, -5.77939, 3.13301], [3.45922, -5.02995, 3.75921], [3.24915, -3.65143, 3.85431], [3.42708, -5.54517, 0.86159], [1.01417, -5.88420, -0.12032], [0.15887, -6.12847, 1.27525], [1.43405, -7.29033, 0.87155], [1.85267, -4.36167, 1.56681], [2.62872, -6.82738, 3.23129], [1.42368, -5.64067, 3.69775], [3.33255, -3.13184, 2.89976], [4.01662, -3.25845, 4.52113], [2.32849, -3.41320, 4.38695], [4.26856, -5.23329, 1.32498], [3.48113, -6.54010, 0.69642], [-0.60894, 5.12150, -2.92415], [-1.88314, 4.37958, -3.01038], [-2.86320, 4.69932, -1.82442], [-2.40490, 4.00535, -0.66631], [-3.05488, 4.38608, 0.56432], [-2.51622, 4.78904, -4.23934], [0.07082, 4.91580, -3.75103], [-0.04999, 4.80821, -2.04239], [-0.79665, 6.18624, -2.78557], [-1.73958, 3.31890, -2.80437], [-3.89449, 4.41733, -2.03663], [-2.87204, 5.77844, -1.67105], [-3.22751, 5.46167, 0.60205], [-2.51540, 3.97178, 1.41603], [-4.03184, 3.90444, 0.60494], [-1.95945, 4.69267, -5.07649], [-3.31377, 4.19022, -4.39880]], "mulliken_spin": [1.472, -0.063, 0.040, 0.372, 0.011, 0.001, 0.006, -0.001, 0.008, 0.001, 0.000, 0.000, -0.001, 0.001, 0.003, 0.028, -0.007, 0.000, 0.000, 0.000, 0.000, 0.007, 0.000, 0.000, 0.000, 0.000, 0.000, -0.003, 0.000, 0.000, 0.000, 0.000, 0.002, 0.000, 0.000, 0.000, 0.000, 0.000, 0.000, 0.000, 0.000, 0.000, 0.000, 0.000, 0.000, 0.000, 0.006, 0.000, 0.000, 0.042, 0.007, 0.004, 0.000, 0.000, 0.000, -0.008, -0.006, 0.008, 0.067, 0.000, 0.000, 0.002, 0.001, 0.002, -0.003, 0.000, 0.001, 0.000, 0.000, -0.001, 0.000, 0.000, 0.000, 0.000, 0.000, 0.000, 0.000, 0.000, 0.146, -0.055, 0.094, 0.098, 0.001, 0.657, 0.008, -0.024, -0.027, 0.118, -0.034, 0.025, 0.005, 0.000, 0.006, -0.009, -0.006, 0.000, 0.000, 0.000, 0.000, 0.000, 0.000, 0.000, 0.000, 0.000, 0.000, 0.000, 0.000, 0.000, 0.000, 0.000, 0.000, 0.000, 0.000, 0.000, 0.000, 0.000, 0.000, 0.000, 0.000, 0.000, 0.000, 0.000, 0.000, 0.000, 0.000, 0.000, 0.000, 0.000, 0.000, -0.001, 0.000, 0.000, -0.002, 0.000, 0.000, 0.000, 0.000, 0.000, 0.000, 0.000, 0.000, 0.000, -0.001, 0.000, 0.000, 0.000], "s2": 3.766, "total_charge": 2, "total_energy_ev": -88795.890, "multiplicity": 4}